DFT (the ωB97M-V functional and the def2-TZVPD basis) results for a gas-phase ion, C3H10N5 (charge +1).

XYZ file:
```
18
Properties=species:S:1:pos:R:3:forces:R:3
H -3.077 1.096 0.013 0.0 -0.3 0.0
N -2.160 1.519 -0.053 -0.3 0.6 -0.2
C -1.149 0.817 0.086 0.3 -0.2 0.0
C 0.267 1.312 0.005 -0.1 0.4 -0.1
N 1.074 0.205 0.501 -0.2 0.1 0.4
C 2.427 0.144 0.004 0.4 -0.3 -0.1
N 0.328 -0.977 0.200 -0.2 -0.4 -0.6
N -1.076 -0.577 0.357 0.2 -0.6 0.4
N -1.944 -1.523 -0.122 0.0 -0.1 -0.1
H 0.498 1.588 -1.034 0.0 -0.1 0.0
H 0.414 2.188 0.637 0.0 -0.1 0.0
H 2.960 -0.671 0.491 0.1 0.0 0.0
H 2.477 0.025 -1.086 0.0 0.0 0.0
H 2.917 1.075 0.277 0.0 0.0 0.0
H 0.556 -1.724 0.879 -0.2 0.4 -0.2
H 0.500 -1.372 -0.761 -0.2 0.3 0.4
H -2.423 -1.267 -0.980 0.2 0.1 0.0
H -2.588 -1.859 0.585 0.2 0.1 0.0
```
Forces are in eV/Å.

## Properties
F_max (eV/Å): 0.772
2S+1: 1
Gap between HOMO and LUMO (eV): 10.997
E_tot (a.u.): -393.7325
Highest occupied orbital energy (Eh): -0.5288
Relative energy (zero: lowest compared OMol25 entry of this formula, charge and spin) (kcal/mol): 78.77
Net charge: +1
Structure (SMILES): [H]/N=C1/CN(C)[NH2+]N1N